1:
This record from the Open Molecules 2025 dataset describes a cluster of 2 separate species, C3H7ClN3 in total. The level of theory is wB97M-V/def2-TZVPD.

```
14
C3H7ClN3 (wB97M-V/def2-TZVPD)
C 3.25873 -0.53996 -0.51039
C -0.20610 -0.31829 0.39406
C -2.18256 0.80255 -0.43447
N 3.30652 -1.36922 -1.32965
N -0.37713 0.09664 1.63912
N -1.11360 -0.19768 -0.54146
Cl 3.28410 0.75288 0.49676
H -1.74132 1.77319 -0.33675
H -2.69457 0.54212 0.50967
H -2.83672 0.89608 -1.20005
H 3.21248 -2.39396 -1.49493
H 0.17740 -0.11760 2.43568
H -1.19143 0.56314 1.81528
H -0.89579 -0.48989 -1.44286
```

LUMO level, Eh: -0.1939
Net charge: +1
HOMO-LUMO gap, eV: 5.833
2S+1: 1

2:
This record from the Open Molecules 2025 dataset describes the ion C3H7ClN3 with charge +1. The level of theory is wB97M-V/def2-TZVPD.

```
14
C3H7ClN3 (wB97M-V/def2-TZVPD)
C 0.55366 -0.64430 -0.42197
C 0.48288 0.89528 -0.22463
C -0.63291 1.00824 0.75100
N -0.45753 0.21261 1.83506
N 0.07477 -1.27277 0.57643
N 0.81401 -1.11493 -1.58303
Cl -2.25884 0.74028 -0.10677
H 1.42839 1.43488 0.07490
H 0.28534 1.43325 -1.08931
H -0.94139 2.07736 1.24941
H -1.22499 0.06963 2.34969
H -0.20549 -2.18924 0.69430
H 1.14968 -0.55783 -2.34143
H 0.93241 -2.09245 -1.76366
```

LUMO level, Eh: -0.2250
Net charge: +1
HOMO-LUMO gap, eV: 8.886
2S+1: 1

Computed relative energies in units of eV: 1 1.071; 2 0.000

1:
This record from the Open Molecules 2025 dataset describes the molecule C4H4ClN. The level of theory is wB97M-V/def2-TZVPD.

```
10
C4H4ClN (wB97M-V/def2-TZVPD)
Cl 1.98777 -0.04510 -0.07445
C 0.33396 -0.00655 0.30039
C -0.41810 1.10745 -0.01930
C -1.77734 0.79706 0.00540
N -1.92777 -0.65176 -0.17342
C -0.55849 -1.03337 0.14831
H 0.07638 2.11751 0.00874
H -2.75348 1.29548 -0.04680
H -2.71318 -1.15866 0.03662
H -0.38762 -2.11288 -0.12782
```

SMILES: Clc1cc[nH]c1
LUMO level, Eh: 0.0363
Net charge: 0
HOMO-LUMO gap, eV: 9.430
2S+1: 1

2:
This record from the Open Molecules 2025 dataset describes the molecule C4H4ClN. The level of theory is wB97M-V/def2-TZVPD.

```
10
C4H4ClN (wB97M-V/def2-TZVPD)
C -0.71817 1.41849 0.23070
C -0.69716 0.11066 -0.02673
Cl -1.94457 -0.86206 0.81262
C 0.37758 -0.63342 -0.75190
C 1.29170 -0.99320 0.47756
N 2.09600 -1.19324 1.24460
H -1.57692 1.88583 0.80287
H 0.08675 1.97730 -0.20166
H 0.09313 -1.71300 -1.15507
H 0.99166 0.00263 -1.43299
```

SMILES: C=C(Cl)CC#N
LUMO level, Eh: 0.0229
Net charge: 0
HOMO-LUMO gap, eV: 10.725
2S+1: 1

Computed relative energies in units of eV: 1 0.141; 2 0.000

1:
This record from the Open Molecules 2025 dataset describes a cluster of 2 separate species, C5H10S2 in total. The level of theory is wB97M-V/def2-TZVPD.

```
17
C5H10S2 (wB97M-V/def2-TZVPD)
C 1.41333 0.69529 -0.41999
C 0.56662 0.35522 0.50410
C 2.18980 1.99385 -0.44531
C -2.21973 -0.64877 -0.02918
C -1.10425 -1.63743 0.28267
S -0.92427 -2.05937 1.99213
S -0.69152 -2.82514 -0.86037
H 1.57599 -0.09508 -1.14947
H 0.30089 0.91181 1.33542
H 3.22010 1.91783 -0.83374
H 1.69462 2.86003 -0.94669
H 2.26018 2.12636 0.73529
H -3.19300 -1.04665 0.23923
H -1.88224 0.26121 0.55021
H -2.01906 -0.23824 -1.05927
H -1.16635 -0.99826 2.60173
H 0.59285 -2.90742 -0.64181
```

LUMO level (spin up / spin down), Eh: 0.0023 / 0.0027
Net charge: 0
HOMO-LUMO gap (spin up / spin down), eV: 8.469 / 7.396
2S+1: 1

2:
This record from the Open Molecules 2025 dataset describes the molecule C5H10S2. The level of theory is wB97M-V/def2-TZVPD.

```
17
C5H10S2 (wB97M-V/def2-TZVPD)
C -1.58047 -1.70186 -0.73180
C -2.22535 -0.48205 -0.26869
S -3.74939 -0.15249 0.07361
S -1.05675 0.90969 0.37697
C 0.74934 0.24541 0.13734
C 1.16685 1.42034 -0.70688
C 1.38468 0.29445 1.53345
H -0.85439 -1.93959 -0.02766
H -1.07379 -1.51951 -1.66982
H -2.18803 -2.51593 -1.01339
H 0.63348 -0.68796 -0.50896
H 1.08295 2.40692 -0.18621
H 2.30174 1.33341 -0.85460
H 0.67157 1.46244 -1.68826
H 0.63444 0.18170 2.32940
H 1.89249 1.20937 1.61409
H 2.21062 -0.46433 1.59142
```

SMILES: CC(=S)SC(C)C
LUMO level, Eh: 0.0039
Net charge: 0
HOMO-LUMO gap, eV: 8.454
2S+1: 1

Computed relative energies in units of eV: 1 3.675; 2 0.000

1:
This record from the Open Molecules 2025 dataset describes a cluster of 2 separate species, H3S3 in total. The level of theory is wB97M-V/def2-TZVPD.

```
6
H3S3 (wB97M-V/def2-TZVPD)
S 0.61832 -1.95148 2.37954
H -0.45042 -1.37058 1.79990
S 0.61619 1.39609 -1.65926
S -0.68990 0.15680 -0.50618
H -0.34922 2.01031 -2.38685
H 0.25502 -0.24113 0.37285
```

LUMO level, Eh: 0.1037
Net charge: -1
HOMO-LUMO gap, eV: 5.646
2S+1: 1

2:
This record from the Open Molecules 2025 dataset describes a structure of composition H3S3. The level of theory is wB97M-V/def2-TZVPD.

```
6
H3S3 (wB97M-V/def2-TZVPD)
S 1.51707 -1.09443 -0.42117
H 0.84608 -1.40764 -1.53926
S -2.26647 0.26610 0.66031
S 0.84237 0.90152 -0.34178
H -2.26498 0.33531 1.98578
H -0.57917 0.45985 -0.03510
```

LUMO level, Eh: 0.1250
Net charge: -1
HOMO-LUMO gap, eV: 6.648
2S+1: 1

3:
This record from the Open Molecules 2025 dataset describes a cluster of 2 separate species, H3S3 in total. The level of theory is wB97M-V/def2-TZVPD.

```
6
H3S3 (wB97M-V/def2-TZVPD)
S 2.13146 -0.56439 0.23552
H 1.74975 0.61196 0.74623
S -2.08151 0.48253 -0.06723
S 0.90046 -0.54147 -1.47205
H -1.96791 -0.19916 1.07179
H -0.73224 0.21053 -0.51426
```

LUMO level, Eh: 0.1318
Net charge: -1
HOMO-LUMO gap, eV: 6.360
2S+1: 1

Computed relative energies in units of eV: 1 0.608; 2 0.222; 3 0.000

1:
This record from the Open Molecules 2025 dataset describes a cluster of 2 separate species, C3H2N2 in total. The level of theory is wB97M-V/def2-TZVPD.

```
7
C3H2N2 (wB97M-V/def2-TZVPD)
C -4.06346 -1.28846 0.79160
C 0.14111 0.39098 0.03293
C -1.84873 -0.25702 0.28367
N -4.91746 -1.92279 1.16117
N -3.01259 -0.59715 0.46182
H 0.32910 0.20811 1.02560
H 0.38409 -0.50584 -0.54288
```

LUMO level, Eh: -0.0241
Net charge: 0
HOMO-LUMO gap, eV: 8.347
2S+1: 1

2:
This record from the Open Molecules 2025 dataset describes the molecule C3H2N2. The level of theory is wB97M-V/def2-TZVPD.

```
7
C3H2N2 (wB97M-V/def2-TZVPD)
N 2.18085 -0.55322 -0.00196
C 1.16395 -0.09202 0.01914
C -0.08520 0.91729 -0.00351
C -1.18033 0.08870 -0.17788
N -2.06837 -0.71771 0.06825
H -0.28744 1.46145 1.09055
H 0.10955 1.95122 -0.58114
```

SMILES: N#CCC#N
LUMO level, Eh: 0.0023
Net charge: 0
HOMO-LUMO gap, eV: 11.872
2S+1: 1

3:
This record from the Open Molecules 2025 dataset describes a cluster of 2 separate species, C3H2N2 in total. The level of theory is wB97M-V/def2-TZVPD.

```
7
C3H2N2 (wB97M-V/def2-TZVPD)
C 0.20851 -1.03313 0.09035
C -0.79335 -1.75848 -0.59704
N -0.61811 -0.48294 -0.90938
H -1.32540 -2.61087 -0.90742
C 0.84488 1.93330 0.76792
N 0.28471 1.93288 -0.22434
H 1.39876 2.01926 1.77991
```

SMILES: C1=CN=1.C#N
LUMO level, Eh: 0.0140
Net charge: 0
HOMO-LUMO gap, eV: 10.264
2S+1: 1

Computed relative energies in units of eV: 1 4.032; 2 0.000; 3 2.666

1:
This record from the Open Molecules 2025 dataset describes a cluster of 12 separate species, H23O12 in total. The level of theory is wB97M-V/def2-TZVPD.

```
35
H23O12 (wB97M-V/def2-TZVPD)
O 2.59109 3.90109 1.69179
H 2.51175 2.94504 1.80194
H -2.09037 -3.00421 3.36989
O 1.50292 -0.20453 -0.49994
H 1.26723 0.99200 0.23079
H 1.08647 -0.33865 -1.34018
O -2.99312 1.83003 -1.47694
H -3.79497 1.47814 -1.07257
O -1.44537 -3.06546 2.66808
H 2.82531 1.01440 -1.41903
H -1.00091 -2.21959 2.54784
O 1.10557 1.69383 1.04841
H -2.13196 -0.25655 2.06239
H -2.30341 -0.09546 -4.04004
O -0.32477 -0.58915 1.49479
H 0.20826 -1.14634 0.88355
H -3.43942 2.25621 -2.21297
O 3.44267 1.73344 -1.64032
H 3.62808 2.15225 -0.79880
H 0.40787 0.08626 1.36938
O 0.01322 0.65640 -3.96282
H 0.90394 0.32374 -3.83927
H 0.02035 1.61332 -3.95588
O 0.29878 -5.04146 -1.28757
H -0.01683 -4.13708 -1.29681
H 0.54787 -5.27339 -0.39134
O -2.85828 -0.67233 2.56914
H 2.86545 4.06124 0.80656
H 0.97397 -0.30328 4.03712
O 1.69461 0.31718 3.88428
H -3.35662 -0.85765 1.75846
H 1.54155 0.51651 2.94992
O -2.33886 -0.84083 -3.43734
H 0.14337 1.65220 0.96416
H -1.48545 -1.17732 -3.46666
```

LUMO level, Eh: 0.0906
Net charge: -1
HOMO-LUMO gap, eV: 8.469
2S+1: 1

2:
This record from the Open Molecules 2025 dataset describes a cluster of 12 separate species, H23O12 in total. The level of theory is wB97M-V/def2-TZVPD.

```
35
H23O12 (wB97M-V/def2-TZVPD)
O -0.56598 -0.39037 1.00090
H -1.00633 0.98560 -1.07480
H 0.62815 2.07129 3.06415
O -1.81829 -1.62236 -0.75386
H -1.76650 -0.92685 0.02701
H -0.88616 -1.63373 -0.82888
O -2.13355 2.14027 0.70091
H -1.69208 3.05574 0.99630
O 1.15462 1.35277 3.52517
H 4.46964 0.72666 0.34077
H 0.82347 0.58736 3.27519
O -0.49655 1.43387 -1.65091
H 1.07727 -1.80590 3.51861
H 1.72919 -2.09932 -4.44237
O 0.59686 0.76504 -4.43444
H -2.15473 0.28808 2.90128
H -1.31712 1.38876 0.64693
O 4.00671 0.33432 1.21433
H 2.95641 0.65693 1.21979
H -0.01557 0.11253 -4.25041
O -3.06854 -0.88993 -3.25964
H -3.84057 -0.50628 -2.81917
H -2.47405 -1.23432 -2.61024
O 1.02626 -1.27204 4.31736
H -0.04302 -1.03668 4.18144
H 2.44834 -1.90583 -3.26517
O -1.98663 -0.66026 2.84425
H -0.06603 -1.22481 0.99567
H 1.07933 1.76639 -0.17313
O 1.38173 1.25037 0.50496
H -1.71354 -0.77024 1.84924
H 0.09865 1.51224 -4.20736
O 2.12177 -2.65196 -3.71439
H 0.52593 0.81980 0.69907
H -0.60799 0.85467 -2.40099
```

LUMO level, Eh: 0.0930
Net charge: -1
HOMO-LUMO gap, eV: 8.879
2S+1: 1

Computed relative energies in units of eV: 1 0.000; 2 1.986

1:
This record from the Open Molecules 2025 dataset describes a structure of composition C3H11N5. The level of theory is wB97M-V/def2-TZVPD.

```
19
C3H11N5 (wB97M-V/def2-TZVPD)
C -1.71326 0.51615 0.97191
N 0.12023 0.37589 -0.79463
C -1.18859 -0.30575 -0.17972
N 0.35519 1.78772 -0.82337
N -2.01139 -0.93402 -0.94623
H 0.26626 -0.00356 -1.72852
H -0.53933 2.25828 -0.72181
H 0.90338 1.95156 0.02898
H -1.59413 -1.34920 -1.77512
H -2.40358 -0.10558 1.53716
H -0.91741 0.85078 1.63643
H -2.24785 1.39521 0.60496
N 1.86149 -1.56096 -0.21547
C 1.15138 -0.45271 0.26833
N 1.61100 0.39911 1.11769
H 1.36809 -2.25652 -0.75442
H 2.82223 -1.41496 -0.49577
H 2.24280 -0.03439 1.78224
H -0.08653 -1.11705 0.48737
```

LUMO level (spin up / spin down), Eh: 0.0270 / 0.0270
Net charge: 0
HOMO-LUMO gap (spin up / spin down), eV: 8.395 / 8.395
2S+1: 1

2:
This record from the Open Molecules 2025 dataset describes a cluster of 2 separate species, C3H11N5 in total. The level of theory is wB97M-V/def2-TZVPD.

```
19
C3H11N5 (wB97M-V/def2-TZVPD)
H 0.91750 -0.77774 -1.28490
N 1.77835 -0.34316 -1.07363
N 1.96750 -0.56018 0.17102
N 3.05562 -0.26468 0.81195
C 3.36640 0.78783 1.50746
C 2.94407 2.19914 1.36156
H 4.17473 0.49766 2.18236
H 3.88215 2.75380 1.18213
H 2.48458 2.41720 2.34070
H 2.34913 2.21524 0.47003
C -1.68826 0.08554 -0.03447
N -1.31522 -1.23351 -0.42633
N -2.29834 -2.25611 -0.57676
H -0.88910 0.80278 -0.48581
H -2.71535 0.36102 -0.47016
H -1.66865 0.48942 1.06604
H -0.57893 -1.53873 0.15359
H -2.77288 -2.28490 0.26704
H -2.69162 -1.90766 -1.38238
```

SMILES: [H]/N=N/N=C\C.CNN
LUMO level, Eh: 0.0303
Net charge: 0
HOMO-LUMO gap, eV: 9.663
2S+1: 1

Computed relative energies in units of eV: 1 0.000; 2 0.406